2 unconnected molecules or ions with the total composition CH3PS at a distorted geometry. Source: OMol25; level of theory: wB97M-V/def2-TZVPD.

Properties
**Frontier orbital gap**: 10.13 eV
**Energy above the lowest of the compared OMol25 structures with the same formula, charge and spin**: 262.8 kJ/mol
**LUMO energy**: -0.2 eV
**DFT total energy**: -779.31421 a.u.
**Highest occupied orbital energy**: -0.3806 Ha

Structure (ORCA input):
```
! wB97M-V def2-TZVPD RIJCOSX def2/J DEFGRID3
* xyz 0 1
C -0.1124 -2.1799 2.7239
P 0.5512 0.4612 -1.5412
S -1.6614 -2.0600 2.5519
H 1.0592 1.2923 -0.4537
H 0.9073 1.5534 -2.3131
H -0.7439 0.9330 -0.9678
*
```